Record 1
87
Properties=species:S:1:pos:R:3 method="wB97M-V/def2-TZVPD" orbital_gap_ev="7.39 / 7.39" homo_ev="-5.1 / -5.1" e_above_lowest_kcal_mol=38.2 s2=0.751 multiplicity=2 charge=-1 total_energy_ha=-3178.50218 fmax_ev_per_a=1.5
Ce -1.092 0.268 -0.141
C -1.957 -1.914 -3.843
C -2.466 -0.882 -4.639
C -2.081 0.406 -4.390
C -1.160 0.676 -3.348
N -0.749 -0.315 -2.524
C -1.145 -1.570 -2.791
N -0.598 1.901 -3.335
C 0.239 2.465 -2.510
N 0.474 2.302 -1.186
C 1.476 3.233 -0.825
N 2.016 3.605 0.267
C 1.754 3.401 1.671
C 2.992 3.682 2.482
C 3.902 2.797 2.906
C 3.955 1.369 2.701
C 3.017 0.583 2.123
N 1.775 0.916 1.708
C 1.893 3.981 -2.045
C 2.806 5.001 -2.228
C 2.880 5.576 -3.491
C 2.056 5.142 -4.528
C 1.138 4.118 -4.331
C 1.076 3.553 -3.071
H -2.218 -2.948 -4.020
H -3.145 -1.106 -5.453
H -2.427 1.239 -4.984
H -0.776 -2.329 -2.110
H 3.143 4.727 2.728
H 4.741 3.202 3.466
H 4.863 0.872 3.017
H 3.251 -0.462 1.956
H 3.433 5.328 -1.408
H 3.581 6.382 -3.674
H 2.132 5.614 -5.500
H 0.488 3.774 -5.124
O -0.211 2.072 1.437
C 1.043 2.098 2.098
C 0.751 2.138 3.612
C -0.560 1.433 4.000
C -0.440 -0.059 3.882
C -0.108 -0.802 5.009
C 0.085 -2.169 4.897
C -0.056 -2.748 3.653
C -0.397 -1.937 2.582
N -0.594 -0.622 2.675
H -0.215 2.757 0.750
H 1.038 4.197 1.928
H 1.267 0.197 1.194
H 0.691 3.184 3.921
H 1.595 1.686 4.136
H -1.372 1.790 3.370
H -0.787 1.691 5.036
H 0.008 -0.303 5.963
H 0.341 -2.762 5.766
H 0.075 -3.810 3.502
H -0.486 -2.364 1.596
O -3.028 -2.979 2.312
C -3.310 -2.581 1.203
N -2.792 -1.474 0.554
C -3.448 -1.319 -0.619
O -3.213 -0.402 -1.405
C -4.446 -2.412 -0.819
C -5.292 -2.719 -1.862
C -6.062 -3.875 -1.740
C -5.974 -4.678 -0.609
C -5.117 -4.349 0.441
C -4.358 -3.207 0.311
H -5.355 -2.082 -2.735
H -6.735 -4.157 -2.540
H -6.576 -5.576 -0.545
H -5.041 -4.967 1.327
I -3.083 2.521 0.198
C 1.513 -3.419 -1.807
Si 1.888 -2.154 -0.433
C 3.448 -1.253 -1.024
C 2.357 -3.265 1.042
O 0.707 -1.147 -0.071
H 2.360 -4.099 -1.935
H 1.333 -2.935 -2.770
H 0.638 -4.032 -1.569
H 4.224 -1.959 -1.334
H 3.872 -0.603 -0.257
H 3.205 -0.619 -1.881
H 3.284 -3.809 0.840
H 1.574 -4.007 1.227
H 2.491 -2.701 1.969

Record 2
15
Properties=species:S:1:pos:R:3 method="wB97M-V/def2-TZVPD" orbital_gap_ev=9.11 homo_ev=-9.0 multiplicity=1 total_energy_ha=-2697.85224 fmax_ev_per_a=5.0
O -0.520 -2.378 -0.404
C -0.735 -1.252 -0.165
C -2.088 -0.575 -0.198
Cl -3.257 -1.787 -0.624
Cl -2.509 0.184 1.436
N 0.199 -0.246 0.040
C 0.054 1.128 0.195
C 1.266 1.718 0.224
Cl 1.703 3.305 0.353
O 2.329 0.739 0.119
C 1.892 -0.437 -0.117
Cl 1.981 -0.943 -1.739
Cl 2.638 -1.504 1.069
H -2.180 0.347 -0.808
H -0.774 1.703 0.619

Record 3
263
Properties=species:S:1:pos:R:3 method="wB97M-V/def2-TZVPD" orbital_gap_ev=8.82 homo_ev=-8.4 e_above_lowest_kcal_mol=27.1 multiplicity=1 total_energy_ha=-4348.49582 fmax_ev_per_a=3.6
C -4.294 -5.952 1.557
C -3.243 -7.004 1.130
C -1.870 -6.643 1.542
O -1.435 -5.462 0.888
C -0.078 -5.229 0.983
N -3.641 -8.259 1.768
H -4.315 -4.998 1.064
H -4.131 -5.740 2.611
H -5.274 -6.494 1.539
H -3.187 -7.003 0.004
H -1.201 -7.485 1.259
H -1.855 -6.519 2.644
H 0.224 -5.097 2.069
H 0.111 -4.304 0.464
H 0.496 -6.070 0.615
H -4.439 -8.630 1.236
H -2.896 -8.952 1.634
C -3.987 1.816 3.513
C -5.434 1.637 3.134
C -6.315 2.439 4.108
O -7.637 1.914 3.847
C -8.529 2.252 4.880
N -5.850 1.908 1.757
H -3.782 2.865 3.458
H -3.196 1.309 3.002
H -3.845 1.469 4.523
H -5.714 0.535 3.400
H -6.222 3.547 4.003
H -6.096 2.286 5.192
H -9.558 2.069 4.496
H -8.316 3.341 5.112
H -8.283 1.587 5.739
H -5.325 1.323 1.118
H -6.858 1.648 1.640
C 0.206 -2.983 -8.029
C 0.694 -2.700 -6.648
C 2.049 -3.315 -6.388
O 1.862 -4.727 -6.276
C 3.024 -5.469 -6.102
N 0.810 -1.241 -6.488
H 0.584 -3.954 -8.299
H 0.624 -2.349 -8.811
H -0.860 -3.008 -8.133
H 0.029 -3.158 -5.928
H 2.425 -2.939 -5.430
H 2.769 -3.022 -7.196
H 2.694 -6.537 -6.040
H 3.678 -5.249 -5.201
H 3.615 -5.386 -7.042
H 0.189 -0.737 -7.165
H 0.532 -1.017 -5.558
C -8.122 -2.655 0.829
C -7.137 -2.679 1.929
C -5.755 -2.082 1.501
O -4.924 -2.235 2.641
C -3.592 -1.790 2.380
N -7.676 -2.096 3.153
H -7.814 -3.329 0.024
H -8.417 -1.728 0.378
H -9.047 -3.078 1.275
H -6.876 -3.691 2.206
H -5.726 -0.991 1.315
H -5.311 -2.593 0.623
H -3.551 -0.832 1.832
H -3.104 -2.585 1.854
H -3.068 -1.529 3.303
H -7.747 -1.087 3.098
H -6.988 -2.137 3.867
C -0.494 -0.792 0.372
C -0.996 -0.966 -1.074
C -0.674 -2.327 -1.599
O 0.721 -2.607 -1.698
C 1.325 -2.017 -2.831
N -2.414 -0.809 -1.169
H -0.344 0.241 0.684
H 0.509 -1.162 0.473
H -1.189 -1.280 1.090
H -0.312 -0.243 -1.605
H -1.159 -2.504 -2.587
H -1.105 -3.082 -0.861
H 1.355 -2.634 -3.690
H 2.321 -1.839 -2.498
H 0.870 -1.117 -3.183
H -2.728 -1.016 -2.106
H -2.662 0.123 -0.951
C -5.142 3.719 -0.936
C -4.109 2.839 -1.612
C -2.728 3.039 -1.060
O -1.788 2.097 -1.527
C -0.420 2.561 -1.540
N -4.541 1.461 -1.325
H -4.981 4.792 -1.028
H -5.256 3.401 0.097
H -6.088 3.560 -1.472
H -4.042 3.044 -2.686
H -2.725 2.891 -0.020
H -2.381 4.079 -1.257
H -0.243 3.329 -2.363
H 0.238 1.700 -1.593
H -0.205 3.093 -0.635
H -4.081 0.815 -2.002
H -5.550 1.462 -1.705
C -6.380 -2.065 -4.600
C -5.459 -1.683 -3.451
C -4.916 -2.892 -2.712
O -3.997 -3.651 -3.570
C -3.502 -4.829 -2.923
N -4.259 -0.950 -3.991
H -7.119 -2.773 -4.345
H -5.758 -2.497 -5.395
H -6.831 -1.126 -4.989
H -6.021 -1.006 -2.780
H -5.766 -3.501 -2.450
H -4.468 -2.625 -1.778
H -2.944 -4.601 -2.032
H -2.854 -5.352 -3.624
H -4.390 -5.411 -2.711
H -3.658 -1.563 -4.562
H -4.658 -0.363 -4.747
C 4.778 5.350 1.989
C 3.553 4.623 2.587
C 3.799 3.148 3.049
C 4.751 3.087 4.159
C 4.116 3.808 5.386
C 3.636 5.297 5.002
N 2.890 5.224 3.726
O 2.488 6.551 3.393
C 2.593 5.715 6.008
C 4.822 6.260 5.033
C 2.445 4.624 1.486
H 5.658 5.246 2.596
H 4.496 6.408 1.875
H 5.046 4.896 0.989
H 2.756 2.812 3.242
H 4.062 2.642 2.084
H 5.767 3.558 3.969
H 5.014 2.011 4.478
H 4.806 3.853 6.182
H 3.212 3.270 5.748
H 3.129 5.806 7.003
H 2.211 6.659 5.745
H 1.726 4.996 6.077
H 5.137 6.291 6.079
H 5.645 5.854 4.476
H 4.500 7.232 4.627
H 1.605 4.249 2.030
H 2.700 4.023 0.680
H 2.278 5.714 1.320
H 1.603 6.548 3.784
C 3.417 -4.645 -2.349
C 4.520 -4.028 -1.383
C 5.696 -3.524 -2.193
C 6.556 -2.656 -1.264
C 5.828 -1.477 -0.732
C 4.598 -1.960 0.114
N 3.891 -2.939 -0.714
O 2.912 -3.545 0.192
C 5.086 -2.522 1.436
C 3.707 -0.783 0.381
C 4.950 -5.193 -0.449
H 3.054 -3.840 -3.039
H 2.515 -4.960 -1.782
H 3.910 -5.483 -2.817
H 6.396 -4.252 -2.586
H 5.255 -2.889 -3.032
H 7.501 -2.325 -1.751
H 6.835 -3.376 -0.492
H 5.372 -0.779 -1.529
H 6.519 -0.862 -0.118
H 4.260 -3.073 1.941
H 5.916 -3.214 1.245
H 5.451 -1.708 2.078
H 2.813 -1.081 0.916
H 4.282 -0.004 0.924
H 3.382 -0.237 -0.601
H 5.852 -4.962 0.109
H 5.152 -6.087 -1.101
H 4.144 -5.484 0.264
H 2.106 -3.482 -0.401
C -0.212 0.107 7.544
C -0.126 -0.501 6.097
C -0.687 0.623 5.176
C -0.568 0.208 3.665
C 0.830 -0.034 3.320
C 1.539 -1.070 4.315
N 1.241 -0.643 5.678
O 1.861 -1.713 6.463
C 1.038 -2.494 3.965
C 3.102 -1.017 4.136
C -0.944 -1.793 6.146
H 0.413 0.967 7.594
H 0.130 -0.665 8.198
H -1.265 0.323 7.807
H -1.656 0.845 5.565
H -0.088 1.597 5.304
H -0.934 0.987 2.956
H -1.151 -0.664 3.564
H 1.371 0.912 3.386
H 0.886 -0.400 2.251
H 1.623 -2.900 3.101
H 0.989 -3.203 4.724
H 0.023 -2.333 3.680
H 3.541 -0.149 4.542
H 3.488 -2.011 4.539
H 3.340 -1.057 3.102
H -0.369 -2.577 6.643
H -1.226 -2.110 5.105
H -1.887 -1.595 6.682
H 2.291 -1.229 7.149
C 5.810 4.370 -2.407
C 4.789 3.542 -3.141
C 4.470 4.414 -4.376
C 3.513 3.621 -5.353
C 4.298 2.371 -5.745
C 4.793 1.491 -4.605
N 5.464 2.371 -3.713
O 5.936 1.606 -2.524
C 3.632 0.622 -3.990
C 5.795 0.425 -5.102
C 3.560 3.287 -2.222
H 5.882 4.070 -1.334
H 5.592 5.426 -2.510
H 6.760 4.129 -2.851
H 4.083 5.370 -4.056
H 5.394 4.553 -4.887
H 3.225 4.205 -6.261
H 2.587 3.330 -4.828
H 5.112 2.735 -6.335
H 3.663 1.805 -6.473
H 3.946 0.048 -3.103
H 2.731 1.141 -3.684
H 3.398 -0.064 -4.773
H 5.972 -0.297 -4.233
H 5.334 -0.185 -5.951
H 6.758 0.841 -5.425
H 2.677 2.993 -2.741
H 3.484 4.215 -1.649
H 3.756 2.583 -1.454
H 6.874 1.787 -2.537
C -0.879 4.526 3.691
C -1.492 5.873 3.416
C -2.420 6.180 4.671
O -0.477 6.867 3.422
H -1.651 3.743 3.740
H -0.396 4.436 4.705
H -0.212 4.246 2.883
H -2.162 5.864 2.517
H -1.789 5.860 5.499
H -3.198 5.449 4.591
H -2.835 7.205 4.707
H -0.889 7.711 3.563
C -0.943 2.539 -6.090
C -1.912 1.400 -5.872
C -2.471 0.816 -7.133
O -1.323 0.354 -5.100
H -0.128 2.348 -6.811
H -0.572 2.794 -5.081
H -1.537 3.411 -6.330
H -2.745 1.753 -5.311
H -1.737 0.440 -7.793
H -2.964 1.696 -7.644
H -3.222 0.036 -7.023
H -1.119 0.700 -4.265

Record 4
25
Properties=species:S:1:pos:R:3 method="wB97M-V/def2-TZVPD" orbital_gap_ev="7.56 / 7.31" homo_ev="-15.8 / -15.6" e_above_lowest_kcal_mol=129.2 multiplicity=1 charge=+2 total_energy_ha=-476.35893 fmax_ev_per_a=4.5
C 0.782 0.138 1.424
C -0.347 -0.250 -1.315
C -0.818 0.705 -0.456
C 0.071 -1.962 0.479
C 1.695 0.977 2.138
C 0.934 -0.011 -2.013
N -0.402 0.691 1.020
N 0.981 -1.134 1.046
N -2.389 0.545 -0.366
O 0.576 -3.077 -0.015
H -0.757 -1.065 -1.704
H -0.629 1.704 -0.808
H -0.912 -1.830 0.985
H 1.229 1.870 2.416
H 2.717 1.303 1.699
H 2.137 0.372 2.961
H 0.885 0.165 -3.228
H 1.715 -0.782 -2.004
H 1.456 0.897 -1.698
H -0.545 1.500 1.592
H 2.035 -1.443 0.971
H -2.581 -0.400 0.169
H -2.892 0.561 -1.220
H -2.805 1.185 0.246
H -0.138 -3.611 -0.248

Record 5
9
Properties=species:S:1:pos:R:3 method="wB97M-V/def2-TZVPD" orbital_gap_ev=8.24 homo_ev=-8.5 e_above_lowest_kcal_mol=97.0 multiplicity=1 total_energy_ha=-2724.40189 fmax_ev_per_a=3.2
C 0.861 0.563 -0.192
N 1.353 0.437 0.965
N -1.664 -0.135 -1.133
Br -2.573 0.252 0.252
H 0.788 1.589 -0.674
H 0.220 -0.204 -0.655
H -3.656 1.240 -0.397
H 1.841 1.370 1.190
H -1.585 -1.125 -1.452